1:
This record from the OMol25 dataset describes an isolated ion of composition C7H9N2O2 and charge +1. The level of theory is ωB97M-V/def2-TZVPD.

The geometry in XYZ format:
```
20
C7H9N2O2 ωB97M-V/def2-TZVPD
C 2.927 -1.138 0.551
O 2.304 -0.463 -0.472
N 1.164 0.125 -0.344
C -0.056 -0.151 -0.660
C -0.777 -1.430 -0.696
C -2.007 -1.403 -0.130
C -2.574 -0.202 0.517
C -2.046 1.019 0.313
C -0.889 1.098 -0.680
N 0.082 2.184 -0.629
O 1.144 1.702 -0.007
H 2.355 -1.825 1.052
H 3.311 -0.592 1.466
H 3.819 -1.727 0.206
H -0.153 -2.213 -1.181
H -2.681 -2.260 0.025
H -3.290 -0.326 1.239
H -2.572 1.950 0.676
H -1.647 1.289 -1.582
H 0.460 2.504 -1.502
```

M (g/mol): 153.16
LUMO energy (eV): -5.0
SMILES string: CO[N+]1=C2C=CC=C[C@H]2NO1
Charge: +1

2:
This record from the OMol25 dataset describes an isolated ion of composition C7H9N2O2 and charge +1. The level of theory is ωB97M-V/def2-TZVPD.

The geometry in XYZ format:
```
20
C7H9N2O2 ωB97M-V/def2-TZVPD
C -2.648 -1.949 -1.812
C -1.977 -1.356 -0.983
C -1.420 -0.885 0.292
N -2.128 0.313 0.708
O -1.459 -1.914 1.221
C 0.169 -0.508 0.243
N 1.064 -0.588 1.249
C 2.015 0.342 0.880
C 1.723 0.880 -0.268
C 2.191 2.012 -0.992
O 0.528 0.336 -0.667
H -3.041 -2.506 -2.681
H -1.817 1.063 0.088
H -2.045 0.499 1.643
H -2.303 -2.338 1.270
H 1.190 -1.273 1.994
H 3.042 0.524 1.397
H 1.629 2.099 -1.980
H 1.991 2.977 -0.420
H 3.296 2.271 -1.181
```

M (g/mol): 153.16
LUMO energy (eV): -3.8
SMILES string: C#C[C@@](N)(O)c1[nH+]cc(C)o1
Charge: +1

Which of them is the least stable? Correct choice: 1.

1:
This record from the OMol25 dataset describes one molecule with the formula C22H26N2O5S. The level of theory is ωB97M-V/def2-TZVPD.

The geometry in XYZ format:
```
56
C22H26N2O5S ωB97M-V/def2-TZVPD
C 0.976 -1.401 -1.368
C 1.268 -0.244 -2.316
C 2.760 0.086 -2.423
C 3.284 1.000 -1.313
N 3.251 0.389 -0.001
C 4.047 -0.730 0.281
C 3.650 -1.613 1.282
C 4.410 -2.728 1.578
C 5.568 -2.998 0.869
C 5.962 -2.132 -0.135
C 5.215 -1.006 -0.428
S 2.718 1.405 1.226
O 3.085 2.752 0.891
O 3.117 0.882 2.494
C 0.935 1.282 1.063
C 0.255 0.250 1.678
C -1.116 0.109 1.521
C -1.777 1.036 0.731
C -1.089 2.093 0.128
C 0.272 2.223 0.289
C -2.038 2.953 -0.650
C -3.407 2.307 -0.377
N -3.140 1.114 0.424
C -4.082 0.216 0.795
O -3.812 -0.785 1.444
C -5.501 0.533 0.358
C -6.529 -0.439 0.952
C -6.555 -1.776 0.210
O -7.461 -2.090 -0.511
O -5.508 -2.564 0.414
H 1.476 -2.304 -1.710
H -0.093 -1.595 -1.326
H 1.323 -1.177 -0.365
H 0.725 0.645 -1.986
H 0.898 -0.508 -3.309
H 2.945 0.601 -3.368
H 3.334 -0.843 -2.430
H 2.659 1.891 -1.245
H 4.297 1.339 -1.562
H 2.753 -1.409 1.842
H 4.088 -3.396 2.363
H 6.156 -3.874 1.097
H 6.865 -2.328 -0.695
H 5.553 -0.342 -1.207
H 0.803 -0.436 2.303
H -1.650 -0.695 1.998
H 0.824 3.042 -0.143
H -2.003 3.989 -0.312
H -1.792 2.940 -1.712
H -3.913 2.028 -1.305
H -4.060 2.987 0.179
H -5.746 1.549 0.676
H -5.556 0.505 -0.734
H -7.524 -0.001 0.873
H -6.299 -0.617 2.005
H -4.821 -2.117 0.964
```

M (g/mol): 430.53
LUMO energy (eV): 0.2
SMILES string: CCCCN(c1ccccc1)S(=O)(=O)c1ccc2c(c1)CCN2C(=O)CCC(=O)O

2:
This record from the OMol25 dataset describes one molecule with the formula C22H26N2O5S. The level of theory is ωB97M-V/def2-TZVPD.

The geometry in XYZ format:
```
56
C22H26N2O5S ωB97M-V/def2-TZVPD
C -0.799 4.924 -0.576
C 0.286 4.603 -1.607
C 0.857 3.223 -1.330
O 1.827 3.079 -0.615
N 0.194 2.170 -1.890
C -0.892 2.287 -2.864
C -1.321 0.850 -3.204
C -0.353 0.012 -2.432
C -0.261 -1.357 -2.363
C 0.668 -1.899 -1.489
S 0.726 -3.671 -1.290
O 2.032 -4.054 -0.814
O 0.230 -4.301 -2.485
C -0.441 -4.058 0.070
C -1.834 -3.533 -0.225
C -2.040 -2.065 0.144
O -2.476 -1.239 -0.632
N -1.769 -1.797 1.435
C -1.748 -0.462 1.981
C -0.367 0.136 2.139
C -0.210 1.499 1.941
C 1.009 2.125 2.129
C 2.105 1.370 2.496
C 1.978 0.006 2.690
C 0.747 -0.620 2.531
O 0.555 -1.964 2.750
C 1.659 -2.754 3.131
C 1.512 -1.106 -0.737
C 1.448 0.276 -0.829
C 0.490 0.825 -1.669
H -1.192 5.923 -0.745
H -0.381 4.881 0.426
H -1.622 4.215 -0.633
H 1.104 5.315 -1.491
H -0.109 4.688 -2.618
H -1.721 2.858 -2.442
H -0.528 2.808 -3.756
H -1.270 0.649 -4.274
H -2.335 0.634 -2.864
H -0.887 -2.005 -2.953
H -0.424 -5.145 0.127
H 0.012 -3.640 0.963
H -2.037 -3.657 -1.291
H -2.578 -4.116 0.327
H -1.356 -2.508 2.017
H -2.335 0.165 1.304
H -2.243 -0.483 2.960
H -1.070 2.079 1.640
H 1.110 3.186 1.972
H 3.068 1.838 2.629
H 2.849 -0.564 2.971
H 1.263 -3.756 3.296
H 2.110 -2.393 4.060
H 2.416 -2.796 2.342
H 2.236 -1.585 -0.097
H 2.107 0.905 -0.258
```

M (g/mol): 430.53
LUMO energy (eV): 0.6
SMILES string: CCC(=O)N1CCc2cc(S(=O)(=O)CCC(=O)NCc3ccccc3OC)ccc21

Which of them is the least stable? Correct choice: 2.

1:
This record from the OMol25 dataset describes one molecule with the formula H3N3O2S. The level of theory is ωB97M-V/def2-TZVPD.

The geometry in XYZ format:
```
9
H3N3O2S ωB97M-V/def2-TZVPD
N 1.438 -0.053 -0.295
N 0.480 0.802 0.057
S -1.164 0.379 -0.098
O -2.028 1.549 -0.048
N -2.231 -0.888 -0.088
O -3.472 -0.467 -0.036
H 1.412 -0.348 -1.262
H 1.556 -0.661 0.584
H -3.641 0.458 0.229
```

M (g/mol): 109.11
LUMO energy (spin up / spin down) (eV): -0.9 / -0.9
SMILES string: NN=S(=O)=NO

2:
This record from the OMol25 dataset describes H3N3O2S as an isolated structure. The level of theory is ωB97M-V/def2-TZVPD.

The geometry in XYZ format:
```
9
H3N3O2S ωB97M-V/def2-TZVPD
N -0.677 -1.086 0.673
N 0.141 -0.088 0.834
N -0.315 1.105 0.076
O -0.712 0.865 -1.026
O -0.351 2.155 0.669
S 1.937 -0.234 -0.553
H -0.113 -1.858 0.980
H -1.171 -1.220 -0.171
H 1.258 0.361 -1.484
```

M (g/mol): 109.11
LUMO energy (spin up / spin down) (eV): -1.5 / -1.5

Which of them is the least stable? Correct choice: 1.

1:
This record from the OMol25 dataset describes an isolated ion of composition C2H2NOS2 and charge -1. The level of theory is ωB97M-V/def2-TZVPD.

The geometry in XYZ format:
```
8
C2H2NOS2 ωB97M-V/def2-TZVPD
N 0.108 -1.171 0.738
C 0.495 -0.304 -0.244
S 1.785 -0.703 -1.200
C -0.507 1.244 -0.360
O 0.194 2.215 -0.174
S -2.213 1.728 -0.961
H -0.538 -0.969 1.428
H 0.677 -2.039 0.773
```

M (g/mol): 120.18
LUMO energy (eV): 3.5
SMILES string: NC(=S)C([O-])=S
Charge: -1

2:
This record from the OMol25 dataset describes an isolated ion of composition C2H2NOS2 and charge -1. The level of theory is ωB97M-V/def2-TZVPD.

The geometry in XYZ format:
```
8
C2H2NOS2 ωB97M-V/def2-TZVPD
O -0.870 2.540 0.391
N -0.251 1.432 0.515
C -0.684 0.325 -0.152
C -0.101 -0.988 -0.096
S 1.380 -1.454 0.588
S 2.809 -0.251 0.018
H -1.630 0.345 -0.727
H -0.653 -1.948 -0.537
```

M (g/mol): 120.18
LUMO energy (spin up / spin down) (eV): 3.4 / 2.9
SMILES string: O=N/C=C\S[S-]
Charge: -1

Which of them is the least stable? Correct choice: 2.

1:
This record from the OMol25 dataset describes one molecule with the formula CH4N3P. The level of theory is ωB97M-V/def2-TZVPD.

The geometry in XYZ format:
```
9
CH4N3P ωB97M-V/def2-TZVPD
C -0.710 0.458 0.627
N -0.167 1.720 0.220
N 0.839 1.615 -0.421
N 1.209 0.288 -0.848
P 0.462 -0.793 -0.086
H -1.219 0.469 1.580
H -1.464 0.264 -0.261
H -0.302 -1.763 -0.772
H 1.352 -2.257 -0.041
```

M (g/mol): 89.04
LUMO energy (eV): -0.5
SMILES string: C1N=NN=[PH2]1

2:
This record from the OMol25 dataset describes CH4N3P as an isolated structure. The level of theory is ωB97M-V/def2-TZVPD.

The geometry in XYZ format:
```
9
CH4N3P ωB97M-V/def2-TZVPD
C 0.781 0.896 -0.082
N 1.261 -0.491 -0.399
N 0.490 -1.416 -0.286
N -0.799 -1.067 0.045
P -1.078 0.636 0.048
H 1.182 1.269 0.788
H 0.990 1.428 -1.011
H -1.674 -1.884 -0.506
H -1.152 0.629 1.403
```

M (g/mol): 89.04
LUMO energy (eV): 0.6

Which of them is the least stable? Correct choice: 1.

1:
This record from the OMol25 dataset describes a 2-piece molecular cluster, C3H3IS overall. The level of theory is ωB97M-V/def2-TZVPD.

The geometry in XYZ format:
```
8
C3H3IS ωB97M-V/def2-TZVPD
C -1.026 -1.846 0.887
C -0.608 -0.921 0.174
C -0.016 0.231 -0.459
S -0.156 1.820 0.383
I 3.276 0.418 -0.167
H -1.608 -2.536 1.497
H 0.289 0.286 -1.470
H -0.150 2.547 -0.845
```

M (g/mol): 198.03
LUMO energy (spin up / spin down) (eV): -3.0 / -2.7

2:
This record from the OMol25 dataset describes a 2-piece molecular cluster, C3H3IS overall. The level of theory is ωB97M-V/def2-TZVPD.

The geometry in XYZ format:
```
8
C3H3IS ωB97M-V/def2-TZVPD
C -1.123 1.649 -0.470
C -0.250 1.019 0.052
C 0.637 0.135 0.715
S -0.158 -2.542 -0.068
I 2.637 -0.027 -0.028
H -2.090 1.925 -0.626
H 0.400 -0.112 1.738
H -0.053 -2.046 -1.311
```

M (g/mol): 198.03
LUMO energy (spin up / spin down) (eV): -2.0 / -1.4

Which of them is the least stable? Correct choice: 2.